*a*
The following is a quantum chemistry calculation of a 2-piece molecular cluster, C2H5ClN2S overall, from the Open Molecules 2025 dataset.

* E_LUMO (alpha / beta): -1.3 / -1.3 eV
* HOMO energy (alpha / beta): -9.113 / -9.111 eV

ORCA input file:
```
! wB97M-V def2-TZVPD RIJCOSX def2/J DEFGRID3
* xyz 0 1
C 0.215 0.878 -0.171
C -0.276 -0.424 0.046
N 1.472 1.112 -0.107
N -1.918 -2.339 0.064
S -1.874 -0.812 -0.191
Cl 3.210 -1.279 -0.089
H -0.530 1.650 -0.401
H 0.404 -1.223 0.297
H 1.756 2.069 -0.284
H -2.843 -2.734 -0.049
H 2.470 -0.144 -0.060
*
```

The Löwdin scheme yields these atomic charges, measured in e: -0.324, -0.420, 0.032, -0.366, 0.972, 0.166, 0.112, 0.048, 0.080, -0.020, -0.280

*b*
The following is a quantum chemistry calculation of C2H5ClN2S as an isolated structure, from the Open Molecules 2025 dataset.

* E_LUMO: 0.3 eV
* HOMO energy: -9.367 eV

ORCA input file:
```
! wB97M-V def2-TZVPD RIJCOSX def2/J DEFGRID3
* xyz 0 1
C 0.250 -0.417 0.026
C 0.664 0.747 0.988
H -1.159 -1.099 -2.490
H -0.761 1.221 -1.095
H 0.916 -1.911 0.932
H 1.414 0.400 2.064
H -0.314 1.387 1.436
N -0.761 0.189 -0.785
N 0.257 -1.708 0.213
S -2.040 -0.824 -1.283
Cl 1.534 2.017 -0.004
*
```

The Löwdin scheme yields these atomic charges, measured in e: -0.585, -0.536, -0.032, 0.098, 0.027, 0.165, 0.124, -0.518, 0.099, 0.680, 0.477

Which one sits at the bottom of the stability order? *b* does.

*a*
The following is a quantum chemistry calculation of a 2-piece molecular cluster, C4H12BNO overall, from the Open Molecules 2025 dataset.

* structure (SMILES): CC/C=B/O.CN
* E_LUMO: 0.2 eV
* HOMO energy: -7.651 eV

ORCA input file:
```
! wB97M-V def2-TZVPD RIJCOSX def2/J DEFGRID3
* xyz 0 1
B -1.470 1.176 -0.393
C 1.653 -0.528 -1.499
C 0.339 0.313 2.405
C 0.098 -0.801 -1.415
C -0.793 0.468 -1.440
N 1.078 1.478 2.189
O -2.563 1.431 0.206
H 1.897 -0.092 -2.471
H 2.071 -1.540 -1.482
H 2.105 0.052 -0.729
H 0.591 -0.028 3.419
H -0.699 0.138 2.619
H 0.557 -0.428 1.575
H -0.194 -1.557 -2.128
H 0.032 -1.297 -0.387
H -0.639 0.893 -2.471
H 0.467 2.117 1.629
H 2.040 1.491 1.750
H -2.859 1.948 0.928
*
```

The Löwdin scheme yields these atomic charges, measured in e: -0.318, -0.116, -0.261, -0.291, -0.061, -0.085, 0.229, 0.062, 0.063, 0.040, 0.068, 0.066, 0.075, 0.087, 0.092, 0.083, 0.061, 0.101, 0.106

*b*
The following is a quantum chemistry calculation of a 2-piece molecular cluster, C4H12BNO overall, from the Open Molecules 2025 dataset.

* E_LUMO (alpha / beta): 0.2 / 0.2 eV
* HOMO energy (alpha / beta): -7.069 / -7.067 eV

ORCA input file:
```
! wB97M-V def2-TZVPD RIJCOSX def2/J DEFGRID3
* xyz 0 1
B 0.043 -0.127 -0.339
C -0.867 -1.369 -0.675
C 1.624 1.851 -0.100
C 0.356 1.290 -2.123
C -0.763 -1.656 2.717
N 0.638 1.003 -0.725
O -0.175 -0.488 2.300
H -0.199 -2.130 -0.806
H -1.434 -1.107 -1.495
H -1.450 -1.449 0.279
H 1.208 2.380 0.774
H 2.506 1.370 0.141
H 1.814 2.615 -0.969
H -0.415 0.802 -2.650
H 0.142 2.304 -2.242
H 1.185 1.139 -2.772
H -1.489 -2.217 2.074
H -1.389 -1.384 3.673
H 0.008 -2.347 2.990
*
```

The Löwdin scheme yields these atomic charges, measured in e: -0.020, 0.017, -0.009, -0.051, -0.379, -0.088, -0.348, 0.043, 0.036, 0.064, 0.113, 0.067, 0.127, 0.084, 0.079, 0.095, 0.044, 0.089, 0.036

Which one sits at the bottom of the stability order? *b* does.

*a*
The following is a quantum chemistry calculation of a 11-piece molecular cluster, C11H44N22O11 overall, from the Open Molecules 2025 dataset.

* structure (SMILES): NC(N)=O.NC(N)=O.NC(N)=O.NC(N)=O.NC(N)=O.NC(N)=O.NC(N)=O.NC(N)=O.NC(N)=O.NC(N)=O.NC(N)=O
* E_LUMO: -1.0 eV
* HOMO energy: -8.439 eV

ORCA input file:
```
! wB97M-V def2-TZVPD RIJCOSX def2/J DEFGRID3
* xyz 0 1
C -3.264 0.216 -2.870
O -3.381 0.771 -1.739
N -2.446 -0.748 -3.026
N -3.993 0.376 -3.981
H -2.095 -1.124 -3.895
H -1.967 -1.017 -2.178
H -4.813 0.959 -4.072
H -3.832 -0.312 -4.702
C -5.621 3.351 -1.076
O -6.310 4.336 -0.911
N -4.372 3.277 -1.058
N -6.058 2.215 -1.353
H -3.791 4.086 -0.892
H -3.964 2.368 -1.225
H -5.398 1.483 -1.133
H -7.007 2.091 -1.676
C 0.848 1.851 -4.149
O 0.180 1.416 -5.081
N 0.802 1.331 -2.989
N 1.817 2.737 -4.203
H 1.418 1.677 -2.267
H 0.082 0.625 -2.937
H 2.303 3.024 -3.365
H 2.097 3.152 -5.080
C -0.256 -0.337 -0.205
O -0.536 -1.352 -0.708
N 0.760 -0.166 0.525
N -0.902 0.735 -0.384
H 1.265 -0.953 0.905
H 0.771 0.744 0.963
H -1.720 0.620 -0.964
H -0.948 1.365 0.404
C 5.152 -2.300 0.919
O 6.202 -2.076 0.327
N 4.871 -3.492 1.376
N 4.325 -1.453 1.364
H 5.437 -4.255 1.033
H 4.137 -3.616 2.060
H 4.738 -0.543 1.508
H 3.477 -1.610 1.891
C 2.182 -3.575 -1.860
O 2.983 -4.125 -2.578
N 0.969 -3.287 -2.150
N 2.392 -3.308 -0.646
H 0.308 -2.807 -1.555
H 0.751 -3.479 -3.117
H 1.798 -2.620 -0.206
H 3.258 -3.605 -0.217
C -3.864 -4.694 -0.933
O -4.888 -4.388 -0.340
N -3.902 -5.498 -1.942
N -2.712 -4.163 -0.697
H -3.108 -5.546 -2.564
H -4.812 -5.654 -2.351
H -1.784 -4.555 -0.772
H -2.644 -3.302 -0.172
C 4.636 1.305 3.276
O 5.299 0.883 2.307
N 4.879 2.368 4.059
N 3.453 0.808 3.570
H 5.739 2.864 3.872
H 4.208 2.686 4.743
H 2.970 1.086 4.413
H 3.099 0.067 2.983
C -1.630 5.446 -0.960
O -2.469 6.089 -1.476
N -1.883 4.875 0.152
N -0.530 5.153 -1.591
H -1.443 4.049 0.533
H -2.659 5.249 0.679
H 0.116 4.489 -1.188
H -0.425 5.623 -2.479
C -0.703 2.362 2.648
O -0.976 2.637 1.529
N 0.406 2.431 3.361
N -1.602 1.856 3.407
H 1.202 2.937 3.002
H 0.453 2.245 4.353
H -2.509 1.761 2.973
H -1.442 1.750 4.399
C 2.008 -2.746 3.294
O 1.864 -1.664 2.846
N 2.102 -3.839 2.612
N 2.354 -2.985 4.547
H 1.539 -3.721 1.782
H 2.196 -4.694 3.141
H 2.319 -3.931 4.898
H 2.493 -2.283 5.260
*
```

The Löwdin scheme yields these atomic charges, measured in e: -0.649, -0.042, 0.191, 0.191, 0.136, 0.080, 0.119, 0.112, -0.882, 0.032, 0.192, 0.162, 0.089, 0.058, 0.096, 0.130, -0.794, 0.018, 0.174, 0.159, 0.115, 0.103, 0.103, 0.119, -0.870, 0.050, 0.225, 0.209, 0.077, 0.108, 0.069, 0.061, -0.800, 0.042, 0.145, 0.187, 0.125, 0.067, 0.061, 0.050, -0.842, 0.055, 0.172, 0.182, 0.056, 0.122, 0.079, 0.091, -0.807, 0.027, 0.161, 0.165, 0.110, 0.123, 0.107, 0.107, -0.670, 0.023, 0.158, 0.164, 0.120, 0.102, 0.100, 0.066, -0.868, 0.069, 0.170, 0.181, 0.057, 0.132, 0.101, 0.122, -0.758, 0.033, 0.178, 0.189, 0.119, 0.111, 0.143, 0.123, -0.787, 0.034, 0.181, 0.190, 0.122, 0.135, 0.113, 0.123

*b*
The following is a quantum chemistry calculation of a 11-piece molecular cluster, C11H44N22O11 overall, from the Open Molecules 2025 dataset.

* structure (SMILES): NC(N)=O.NC(N)=O.NC(N)=O.NC(N)=O.NC(N)=O.NC(N)=O.NC(N)=O.NC(N)=O.NC(N)=O.NC(N)=O.NC(N)=O
* E_LUMO: 0.1 eV
* HOMO energy: -8.582 eV

ORCA input file:
```
! wB97M-V def2-TZVPD RIJCOSX def2/J DEFGRID3
* xyz 0 1
C 13.458 -9.635 -0.076
O 13.440 -9.371 1.094
N 14.164 -10.496 -0.589
N 12.987 -8.914 -1.079
H 14.325 -10.560 -1.584
H 14.462 -11.285 -0.033
H 12.570 -8.015 -0.887
H 13.059 -9.387 -1.969
C 13.712 -13.351 1.650
O 14.864 -13.180 1.243
N 12.943 -14.408 1.410
N 13.182 -12.442 2.413
H 12.114 -14.616 1.949
H 13.378 -15.099 0.816
H 13.698 -11.605 2.643
H 12.196 -12.324 2.597
C 15.293 -6.181 9.731
O 14.666 -7.156 10.138
N 15.474 -5.043 10.358
N 16.157 -6.283 8.749
H 16.391 -4.623 10.313
H 14.855 -4.902 11.144
H 16.214 -7.220 8.376
H 16.725 -5.504 8.448
C 10.143 -10.472 2.298
O 10.302 -11.496 1.724
N 8.990 -9.956 2.599
N 11.032 -9.557 2.399
H 8.183 -10.560 2.537
H 8.918 -8.959 2.739
H 11.915 -9.813 1.981
H 10.923 -8.564 2.547
C 10.812 -8.307 8.767
O 10.091 -8.837 7.890
N 12.053 -8.279 8.708
N 10.361 -7.667 9.848
H 12.265 -8.830 7.889
H 12.708 -7.839 9.339
H 10.916 -7.201 10.551
H 9.375 -7.464 9.929
C 16.913 -10.277 8.680
O 16.403 -9.223 8.781
N 16.427 -11.326 8.146
N 18.099 -10.614 9.113
H 16.760 -12.245 8.397
H 15.465 -11.189 7.868
H 18.653 -11.423 8.870
H 18.719 -9.839 9.300
C 15.588 -14.069 5.283
O 15.942 -14.123 6.451
N 15.272 -15.044 4.606
N 15.461 -12.984 4.602
H 14.999 -14.842 3.655
H 15.739 -15.812 5.066
H 15.783 -12.126 5.027
H 15.145 -12.976 3.643
C 14.528 -9.307 5.143
O 14.995 -10.401 5.247
N 13.955 -8.794 4.126
N 14.351 -8.484 6.098
H 14.063 -9.362 3.297
H 13.477 -7.907 4.190
H 14.737 -8.668 7.013
H 13.942 -7.620 5.773
C 12.012 -5.953 2.010
O 11.033 -6.490 2.624
N 12.920 -5.165 2.504
N 12.074 -6.080 0.753
H 13.199 -5.257 3.470
H 13.479 -4.560 1.920
H 12.928 -5.685 0.384
H 11.326 -6.388 0.148
C 12.478 -5.519 6.232
O 12.935 -6.180 5.341
N 11.270 -4.987 6.212
N 13.212 -5.135 7.295
H 10.657 -5.078 5.414
H 10.918 -4.592 7.072
H 14.140 -5.448 7.544
H 12.749 -4.621 8.030
C 16.218 -7.012 0.224
O 17.198 -6.347 0.548
N 15.240 -7.211 0.986
N 15.959 -7.440 -0.989
H 14.429 -7.785 0.805
H 15.471 -6.881 1.913
H 15.141 -8.003 -1.170
H 16.409 -7.078 -1.818
*
```

The Löwdin scheme yields these atomic charges, measured in e: -0.806, 0.015, 0.222, 0.175, 0.138, 0.116, 0.099, 0.121, -0.771, -0.010, 0.182, 0.191, 0.120, 0.115, 0.100, 0.092, -0.774, 0.024, 0.154, 0.165, 0.113, 0.115, 0.076, 0.118, -0.830, 0.045, 0.168, 0.186, 0.117, 0.115, 0.052, 0.074, -0.793, -0.012, 0.193, 0.147, 0.122, 0.088, 0.099, 0.103, -0.819, 0.073, 0.194, 0.152, 0.119, 0.120, 0.115, 0.109, -0.867, 0.009, 0.184, 0.188, 0.112, 0.139, 0.077, 0.069, -0.809, 0.055, 0.200, 0.190, 0.089, 0.090, 0.097, 0.056, -0.743, -0.035, 0.193, 0.173, 0.088, 0.122, 0.109, 0.133, -0.695, 0.008, 0.196, 0.187, 0.124, 0.111, 0.080, 0.102, -0.802, 0.019, 0.188, 0.168, 0.061, 0.128, 0.065, 0.116

Which one sits at the bottom of the stability order? *a* does.